Record 1
ORCA calculation (ωB97M-V with the def2-TZVPD basis set) on one molecule with the formula C2H3N3OS2 at a distorted geometry.

Results
E: -30308.847 eV
multiplicity: 1
ΔE to the lowest compared entry with this formula, charge and spin: 125.8 kJ/mol
LUMO level: 0.397 eV
structure (SMILES): [H]/N=c1\[nH]c(=S)on1S
orbital gap: 0.352 hartree

Positions of all 11 atoms, in Å:
H 0.92 2.44 -0.43
C 0.42 0.68 -0.01
H 2.31 -1.96 0.91
N 1.32 1.53 -0.18
S 1.98 -1.56 -0.31
N -0.94 0.74 0.00
N 0.65 -0.66 0.29
C -1.53 -0.50 -0.03
O -0.55 -1.40 0.13
H -1.46 1.58 -0.15
S -3.12 -0.89 -0.21



Record 2
ORCA calculation (ωB97M-V with the def2-TZVPD basis set) on one molecule with the formula C2H3N3OS2 at a distorted geometry.

Results
E: -30307.966 eV
multiplicity: 1
ΔE to the lowest compared entry with this formula, charge and spin: 210.8 kJ/mol
LUMO level: -0.196 eV
structure (SMILES): Nn1oc(S)nc1=S
orbital gap: 0.315 hartree

Positions of all 11 atoms, in Å:
C 0.25 0.43 0.93
H 0.47 -2.51 1.03
N 0.11 -0.76 0.32
O -0.32 -0.48 -1.10
C 0.05 0.82 -1.19
N 0.46 1.37 -0.11
H -0.96 -1.83 1.61
N -0.37 -2.00 0.75
H -0.10 2.82 -2.17
S -0.10 1.61 -2.70
S 0.52 0.54 2.63